[1]
C16H31NO6 | wB97M-V/def2-TZVPD

```
54
Properties=species:S:1:pos:R:3:nbo_charge:R:1
C 3.41 2.70 2.04 -0.60
C 3.22 1.21 1.75 -0.39
C 4.03 0.77 0.54 -0.39
C 3.93 -0.73 0.25 -0.37
C 2.54 -1.13 -0.23 -0.42
C 2.46 -2.61 -0.60 -0.39
C 1.11 -3.00 -1.20 -0.42
C -0.05 -2.96 -0.20 -0.06
H 0.21 -3.53 0.69 0.19
H -0.95 -3.41 -0.66 0.18
O -0.38 -1.66 0.28 -0.56
C -1.07 -0.85 -0.61 0.37
O -2.46 -1.12 -0.60 -0.54
C -3.08 -0.90 0.65 0.04
C -4.57 -1.21 0.43 -0.08
O -5.40 -0.67 1.43 -0.73
H -5.27 -1.15 2.25 0.47
H -4.88 -0.75 -0.51 0.19
H -4.71 -2.29 0.34 0.18
C -2.88 0.54 1.17 0.06
O -3.60 1.49 0.42 -0.76
H -4.54 1.31 0.54 0.50
C -1.39 0.91 1.15 0.08
O -1.18 2.22 1.57 -0.70
H -1.70 2.80 1.00 0.48
C -0.80 0.63 -0.24 -0.11
N -1.36 1.51 -1.24 -0.65
C -0.70 1.75 -2.40 0.69
O 0.42 1.35 -2.62 -0.63
C -1.50 2.60 -3.37 -0.71
H -1.85 3.51 -2.88 0.23
H -0.87 2.87 -4.21 0.24
H -2.36 2.04 -3.73 0.23
H -2.34 1.71 -1.15 0.43
H 0.28 0.78 -0.23 0.25
H -0.86 0.26 1.86 0.21
H -3.22 0.58 2.22 0.18
H -2.64 -1.58 1.40 0.18
H -0.78 -1.02 -1.65 0.18
H 0.90 -2.34 -2.04 0.21
H 1.16 -4.02 -1.59 0.21
H 2.65 -3.23 0.29 0.19
H 3.24 -2.84 -1.33 0.20
H 1.82 -0.93 0.56 0.21
H 2.27 -0.53 -1.10 0.21
H 4.19 -1.29 1.15 0.19
H 4.66 -0.98 -0.52 0.19
H 5.08 1.03 0.71 0.20
H 3.70 1.33 -0.34 0.20
H 3.53 0.63 2.62 0.19
H 2.16 1.02 1.58 0.19
H 4.46 2.92 2.25 0.20
H 3.10 3.29 1.19 0.20
H 2.82 3.00 2.90 0.21
```

Gap between HOMO and LUMO, eV: 9.889

***

[2]
C16H31NOP2Sr | wB97M-V/def2-TZVPD

```
52
Properties=species:S:1:pos:R:3:mulliken_charge:R:1
P -0.33 -1.50 -1.53 1.13
P 1.91 0.25 1.18 1.30
C 1.43 -1.35 -1.11 -0.94
C 1.79 -1.41 0.40 -0.88
H 1.80 -0.41 -1.58 0.39
H 1.95 -2.20 -1.61 0.55
H 1.15 -2.11 1.00 0.07
H 2.82 -1.82 0.50 0.75
C 3.71 0.51 0.94 -1.61
H 4.08 1.36 1.51 0.42
H 4.01 0.61 -0.11 0.35
H 4.20 -0.41 1.33 0.49
C 1.60 0.14 2.92 -1.23
H 2.58 -0.01 3.40 0.46
H 0.94 -0.68 3.24 0.29
H 1.16 1.07 3.28 0.32
C -0.38 -1.72 -3.30 -1.55
H -1.41 -1.84 -3.66 0.39
H 0.19 -2.63 -3.58 0.45
H 0.06 -0.87 -3.83 0.38
C -1.13 -2.88 -0.73 -0.74
H -0.73 -3.12 0.28 0.01
H -0.87 -3.78 -1.32 0.44
H -2.20 -2.79 -0.72 0.21
Sr -0.82 -2.28 2.49 1.53
C 1.03 1.96 0.33 0.24
C 1.37 2.45 -0.99 -1.31
C 0.65 2.32 -2.24 -0.31
C -0.93 2.57 -2.32 -0.86
C -1.66 1.35 -2.12 -1.15
C -1.28 0.20 -1.34 0.27
C -0.99 0.47 0.16 2.59
C -0.45 1.79 0.64 -1.80
C -3.19 -1.47 1.62 -1.51
H 1.55 2.63 1.03 0.75
H 2.34 2.99 -1.09 0.24
H 0.80 1.31 -2.67 -0.10
H 1.10 3.03 -2.99 0.49
H -1.26 3.35 -1.61 0.29
H -1.19 2.97 -3.32 0.49
H -2.73 1.40 -2.37 0.22
H -2.21 -0.41 -1.38 0.23
H -0.26 -0.30 0.52 -1.67
H -1.89 0.23 0.71 -0.77
H -1.04 2.61 0.27 0.47
H -0.58 1.80 1.73 0.36
H -3.84 -2.08 2.27 0.44
H -3.45 -1.67 0.57 0.23
H -3.41 -0.41 1.83 0.28
O -2.74 1.06 4.98 -0.58
C -2.01 0.29 4.46 0.41
N -1.26 -0.55 3.94 -0.91
```

Gap between HOMO and LUMO (alpha / beta), eV: 3.561 / 3.566

***

[3]
C16H31NP2V | wB97M-V/def2-TZVPD

```
51
Properties=species:S:1:pos:R:3:mulliken_spin:R:1
P -0.81 -1.63 -4.55 -0.02
P -0.54 1.99 -5.00 0.02
C -1.28 -0.46 -5.90 0.05
C -0.31 0.67 -6.25 0.00
H -2.25 -0.07 -5.57 -0.05
H -1.41 -1.08 -6.78 0.00
H 0.74 0.36 -6.37 0.00
H -0.62 1.15 -7.17 0.00
C -1.91 2.72 -5.91 0.00
H -2.44 3.44 -5.31 0.00
H -2.59 1.93 -6.22 0.00
H -1.51 3.24 -6.78 0.00
C 0.88 2.99 -5.76 0.00
H 0.71 3.21 -6.82 0.00
H 1.83 2.47 -5.65 0.00
H 0.97 3.94 -5.23 0.00
C -2.35 -2.50 -4.06 0.01
H -2.17 -3.29 -3.34 0.00
H -2.64 -2.88 -5.00 0.00
H -3.30 -1.79 -3.91 -0.03
C 0.00 -2.86 -5.75 0.00
H 0.97 -2.56 -6.16 0.00
H -0.66 -2.98 -6.62 0.00
H 0.11 -3.84 -5.27 0.00
V -2.51 -0.65 -3.05 1.21
C 2.68 2.05 -3.11 0.00
C 1.37 2.19 -2.91 0.00
C 0.39 1.08 -2.60 -0.04
C 0.88 -0.36 -2.53 -0.01
C 1.56 -0.91 -3.73 0.09
C 2.44 -0.32 -4.57 0.00
C 3.74 -0.14 -3.90 0.01
C 3.54 0.87 -2.73 0.00
C -2.20 -1.91 -1.16 -0.26
H 3.27 2.92 -3.36 0.00
H 0.88 3.16 -3.30 0.00
H -0.67 1.17 -2.96 0.04
H 0.14 1.43 -1.55 0.00
H 1.35 -0.58 -1.56 0.01
H 0.00 -1.02 -2.38 0.00
H 1.76 -2.01 -3.73 0.00
H 2.42 -0.19 -5.65 0.00
H 4.57 0.19 -4.54 0.00
H 4.04 -1.07 -3.35 0.00
H 3.11 0.32 -1.87 0.00
H 4.52 1.26 -2.32 0.00
H -1.57 -1.07 -0.78 0.01
H -1.64 -2.81 -0.86 0.00
H -2.98 -1.90 -0.33 0.00
N -5.28 0.01 -1.59 -0.02
C -4.34 -0.33 -2.18 -0.02
```

2S+1: 2
Gap between HOMO and LUMO (alpha / beta), eV: 4.548 / 4.623
Charge: +2

***

[4]
C16H31O11P | wB97M-V/def2-TZVPD

```
59
Properties=species:S:1:pos:R:3:nbo_charge:R:1
C -4.54 3.74 0.43 -0.74
C -3.16 3.14 0.43 0.81
O -2.83 2.34 1.28 -0.56
O -2.26 3.55 -0.52 -0.54
C -2.32 2.83 -1.75 -0.07
C -2.22 1.32 -1.64 -0.45
C -0.82 0.78 -1.34 -0.38
C 0.03 1.62 -0.40 -0.41
C 1.39 0.91 -0.16 -0.40
C 1.79 0.87 1.32 -0.74
P 1.32 -0.64 2.28 1.09
O 1.88 -1.90 1.38 -0.95
C -0.57 -0.69 2.32 -0.88
C -1.22 -1.73 1.46 0.80
O -0.87 -2.89 1.38 -0.59
O -2.33 -1.29 0.76 -0.71
H -5.22 3.24 -0.25 0.24
H -4.94 3.58 1.43 0.25
H -4.52 4.81 0.27 0.24
H -3.21 3.08 -2.34 0.18
H -1.47 3.17 -2.34 0.20
H -2.92 0.88 -0.93 0.22
H -2.52 0.93 -2.62 0.21
H -0.89 -0.22 -0.91 0.18
H -0.26 0.65 -2.27 0.20
H 0.23 2.57 -0.88 0.20
H -0.45 1.80 0.55 0.22
H 2.15 1.43 -0.74 0.21
H 1.32 -0.08 -0.61 0.17
H 2.88 0.85 1.36 0.24
H 1.45 1.76 1.85 0.24
H 1.61 -1.84 0.45 0.48
H -0.83 -0.92 3.35 0.27
H -1.01 0.28 2.10 0.27
H -2.22 -1.63 -0.14 0.49
C 2.49 -6.27 7.02 -0.25
O 2.25 -6.14 5.62 -0.50
C 1.39 -5.17 5.30 0.98
O 0.83 -4.44 6.08 -0.65
O 1.26 -5.15 3.98 -0.49
C 0.35 -4.15 3.48 -0.26
H 3.20 -7.08 7.15 0.19
H 2.92 -5.35 7.43 0.19
H 1.56 -6.51 7.55 0.19
H 0.71 -3.16 3.76 0.19
H -0.65 -4.32 3.88 0.18
H 0.34 -4.24 2.42 0.23
C -0.50 2.35 -6.25 -0.26
O 0.48 2.00 -5.27 -0.50
C 1.74 2.14 -5.68 0.98
O 2.09 2.51 -6.77 -0.64
O 2.54 1.78 -4.68 -0.49
C 3.94 1.88 -4.98 -0.26
H -1.47 2.20 -5.79 0.19
H -0.40 3.40 -6.54 0.19
H -0.41 1.71 -7.13 0.20
H 4.21 2.90 -5.21 0.19
H 4.20 1.22 -5.80 0.19
H 4.47 1.56 -4.09 0.20
```

Gap between HOMO and LUMO, eV: 8.814

***

[5]
C16H31PSi2Tl | wB97M-V/def2-TZVPD

```
51
Properties=species:S:1:pos:R:3:nbo_charge:R:1
Tl 1.89 0.60 -1.00 -0.32
C -1.75 -0.69 -2.82 -1.10
Si -0.50 0.70 -2.46 1.04
C -0.26 1.43 -4.17 -1.11
C -1.61 1.99 -1.61 -0.44
C -2.75 2.43 -2.30 -0.16
C -3.60 3.40 -1.79 -0.24
C -3.33 3.95 -0.54 -0.24
C -2.21 3.54 0.15 -0.21
C -1.33 2.57 -0.36 -0.43
Si 0.19 2.12 0.70 1.02
C 0.94 3.81 1.11 -1.11
C -0.63 1.74 2.38 -1.10
H -2.56 -0.26 -3.44 0.20
H -2.17 -1.11 -1.91 0.22
H -1.30 -1.52 -3.38 0.21
H -1.23 1.69 -4.62 0.20
H 0.25 0.74 -4.85 0.22
H 0.32 2.35 -4.11 0.22
H -2.96 2.04 -3.29 0.18
H -4.44 3.76 -2.38 0.19
H -3.96 4.74 -0.16 0.19
H -1.98 4.01 1.09 0.19
H 0.19 4.47 1.56 0.20
H 1.33 4.30 0.21 0.22
H 1.76 3.70 1.83 0.22
H -1.20 2.61 2.69 0.21
H 0.09 1.53 3.19 0.21
H -1.31 0.89 2.31 0.22
C -0.83 -3.42 0.26 -0.61
C 0.69 -3.45 0.22 -0.74
P 1.46 -1.83 0.44 0.95
C 1.04 -1.39 2.16 -0.74
C 1.51 -2.28 3.31 -0.61
C 3.23 -2.30 0.50 -0.74
C 3.66 -3.69 0.96 -0.61
H -1.24 -4.42 0.10 0.20
H -1.22 -2.75 -0.51 0.23
H -1.16 -3.06 1.23 0.20
H 1.05 -3.83 -0.75 0.22
H 1.06 -4.15 0.97 0.20
H -0.05 -1.26 2.19 0.23
H 1.44 -0.38 2.29 0.25
H 1.18 -3.31 3.19 0.19
H 1.10 -1.92 4.25 0.21
H 2.59 -2.30 3.40 0.20
H 3.71 -1.52 1.10 0.24
H 3.57 -2.11 -0.53 0.24
H 3.34 -3.91 1.97 0.20
H 4.75 -3.78 0.95 0.20
H 3.26 -4.47 0.31 0.20
```

Gap between HOMO and LUMO, eV: 5.357
Charge: -1

***

[6]
C16H32BN2O32S6 | wB97M-V/def2-TZVPD

```
89
Properties=species:S:1:pos:R:3:mulliken_charge:R:1
N 3.67 -0.35 3.39 -0.34
H 3.06 0.28 3.92 0.46
H 4.66 -0.22 3.58 0.38
H 3.45 -0.17 2.41 0.25
H 3.31 -1.29 3.59 0.32
N 1.65 -1.61 -3.71 0.02
H 1.98 -2.49 -3.33 0.44
H 1.93 -1.53 -4.69 0.45
H 2.11 -0.82 -3.24 0.17
H 0.64 -1.45 -3.61 0.08
O 1.41 0.77 -2.00 -0.46
C 0.97 0.44 -0.94 0.48
O 0.90 -0.79 -0.44 -0.58
B 0.24 -0.72 0.88 1.05
O -0.16 0.68 1.06 -0.63
C 0.20 1.39 0.01 0.70
O -0.13 2.50 -0.28 -0.59
O 1.07 -1.06 2.06 -0.53
C 0.45 -2.00 2.78 0.56
O 0.87 -2.41 3.81 -0.45
C -0.82 -2.43 1.99 0.21
O -0.90 -1.63 0.93 -0.19
O -1.49 -3.37 2.29 -0.65
C -3.75 0.90 2.08 -0.26
C -4.13 -0.54 1.77 -0.04
O -4.76 -0.38 0.47 -0.43
S -3.80 0.52 -0.41 1.00
O -4.50 1.34 -1.31 -0.69
O -2.71 -0.27 -0.87 -0.18
O -3.33 1.44 0.82 -0.35
H -2.92 1.01 2.77 0.27
H -4.62 1.45 2.44 0.33
H -4.87 -1.01 2.40 0.40
H -3.29 -1.23 1.66 -0.11
C -3.99 -3.19 -4.49 -0.46
C -4.30 -3.37 -2.99 -0.36
O -3.04 -3.26 -2.32 -0.26
S -1.86 -3.03 -3.33 1.00
O -1.28 -4.27 -3.71 -0.69
O -0.99 -2.00 -2.87 -0.25
O -2.75 -2.45 -4.50 -0.34
H -4.75 -2.63 -5.01 0.36
H -3.80 -4.15 -4.96 0.32
H -4.73 -4.35 -2.81 0.30
H -4.93 -2.57 -2.62 0.27
C 2.60 3.83 -2.84 -0.13
C 3.63 3.01 -2.11 0.79
O 4.84 3.70 -2.25 -0.45
S 4.58 5.28 -2.31 1.08
O 5.35 5.85 -3.33 -0.55
O 4.67 5.72 -0.98 -0.52
O 3.05 5.17 -2.73 -0.30
H 1.57 3.63 -2.54 0.11
H 2.48 3.57 -3.91 0.25
H 3.68 2.00 -2.51 0.09
H 3.39 2.91 -1.05 -0.25
C -2.10 0.82 -4.04 0.23
C -1.74 2.30 -3.70 -0.17
O -0.38 2.49 -4.12 -0.23
S 0.09 1.35 -5.11 1.06
O 1.44 1.00 -4.80 -0.59
O -0.24 1.72 -6.42 -0.57
O -0.88 0.21 -4.55 -0.12
H -2.91 0.76 -4.76 0.33
H -2.29 0.26 -3.14 -0.34
H -1.70 2.35 -2.62 0.03
H -2.50 2.99 -4.05 0.37
C 2.38 4.03 1.09 0.81
C 1.24 3.94 2.09 0.22
O 1.89 3.91 3.38 -0.39
S 3.36 3.33 3.31 0.94
O 3.34 1.99 3.80 -0.62
O 4.28 4.25 3.83 -0.55
O 3.48 3.29 1.72 -0.26
H 2.74 5.01 0.77 0.34
H 2.22 3.39 0.23 -0.97
H 0.73 2.98 1.96 -0.04
H 0.51 4.73 2.00 0.36
C -1.30 -4.78 5.58 0.02
C -0.73 -3.82 6.63 -0.16
O 0.33 -4.56 7.25 -0.35
S 1.08 -5.38 6.12 1.11
O 1.56 -6.60 6.61 -0.57
O 1.95 -4.49 5.43 -0.50
O -0.21 -5.65 5.23 -0.30
H -1.63 -4.34 4.65 -0.04
H -2.11 -5.38 5.99 0.30
H -1.44 -3.51 7.39 0.35
H -0.29 -2.97 6.09 0.12
```

Gap between HOMO and LUMO, eV: 8.729
Charge: +1

***

[7]
C16H32BN2O32S6 | wB97M-V/def2-TZVPD

```
89
Properties=species:S:1:pos:R:3:mulliken_charge:R:1
N -17.90 24.90 13.99 -0.38
H -18.60 25.64 14.10 0.41
H -17.13 25.25 13.43 0.28
H -18.32 24.05 13.56 0.35
H -17.68 24.61 14.95 0.39
N -17.20 14.45 16.86 -0.39
H -17.78 14.15 17.64 0.37
H -16.21 14.57 17.11 0.40
H -17.40 15.41 16.51 0.44
H -17.30 13.85 16.04 0.32
O -18.04 16.12 14.89 -0.79
C -18.18 17.09 14.20 0.57
O -17.32 18.00 13.86 -0.65
B -17.90 18.92 12.83 1.93
O -19.22 18.36 12.55 -0.87
C -19.42 17.26 13.27 0.37
O -20.40 16.59 13.18 -0.61
O -16.98 19.13 11.71 -0.15
C -16.62 20.39 11.73 0.73
O -15.83 20.92 11.01 -0.55
C -17.35 21.13 12.86 0.18
O -18.10 20.26 13.48 -0.74
O -17.37 22.33 12.96 -0.71
C -14.96 25.00 10.34 -0.31
C -16.14 24.08 10.02 0.31
O -17.02 24.97 9.36 -0.35
S -17.00 26.47 9.95 1.08
O -18.02 26.63 10.98 -0.54
O -16.99 27.44 8.91 -0.52
O -15.51 26.26 10.65 -0.38
H -14.15 25.02 9.61 0.35
H -14.40 24.71 11.24 0.26
H -16.56 23.72 10.96 -0.14
H -15.93 23.27 9.34 0.27
C -18.33 17.28 9.20 0.42
C -18.98 18.60 8.82 -0.14
O -20.10 18.23 8.03 -0.37
S -19.76 16.92 7.15 1.06
O -19.34 17.23 5.83 -0.52
O -20.84 15.96 7.24 -0.54
O -18.54 16.40 8.12 -0.38
H -18.55 16.92 10.20 0.08
H -17.26 17.49 9.33 -0.04
H -18.31 19.24 8.25 0.32
H -19.35 19.14 9.69 0.15
C -12.95 20.84 8.84 -0.06
C -12.39 20.77 10.28 -0.06
O -12.38 19.41 10.65 -0.34
S -12.90 18.40 9.51 0.98
O -14.32 18.16 9.72 -0.35
O -11.98 17.33 9.33 -0.55
O -12.81 19.52 8.32 -0.40
H -12.47 21.57 8.19 0.37
H -14.00 21.13 8.74 0.03
H -13.02 21.31 10.99 0.05
H -11.44 21.28 10.38 0.36
C -22.14 18.97 16.65 -0.35
C -20.95 19.31 15.76 0.14
O -20.62 20.68 16.09 -0.24
S -21.76 21.33 17.04 1.05
O -22.77 21.86 16.18 -0.55
O -21.15 22.15 18.03 -0.55
O -22.19 19.95 17.70 -0.33
H -22.00 18.02 17.17 0.36
H -23.03 18.80 16.04 0.29
H -21.08 19.26 14.68 0.18
H -20.11 18.74 16.15 -0.03
C -14.78 19.51 15.26 0.24
C -13.83 18.76 14.30 -0.02
O -13.93 17.41 14.76 -0.29
S -14.22 17.34 16.35 0.95
O -13.02 17.03 17.05 -0.56
O -15.37 16.50 16.63 -0.48
O -14.51 18.91 16.51 -0.40
H -15.83 19.46 14.97 -0.22
H -14.57 20.57 15.36 0.39
H -12.83 19.18 14.30 0.27
H -14.24 18.70 13.29 0.10
C -23.79 17.47 12.77 0.11
C -23.62 15.96 12.53 -0.27
O -24.51 15.26 13.40 -0.35
S -24.87 16.10 14.73 1.10
O -24.27 15.62 15.93 -0.53
O -26.29 16.30 14.75 -0.52
O -24.03 17.46 14.17 -0.26
H -24.65 17.97 12.32 0.29
H -22.83 17.94 12.56 -0.04
H -22.65 15.64 12.91 0.19
H -23.69 15.51 11.54 0.36
```

Gap between HOMO and LUMO, eV: 9.147
Charge: +1

***

no.,largest force on an atom (eV Å⁻¹),calculated total energy (hartree)
1,0.9,-1134.47814
2,4.7,-1471.32825
3,5.8,-2308.56576
4,1.9,-1797.26474
5,1.0,-1721.11026
6,2.1,-5559.94260
7,2.4,-5559.85816